No. 1
DFT (ωB97M-V/def2-TZVPD) results for C30H32O3PPtSTe as an isolated structure.

As for the net charge: +1. For the LUMO energy (spin up / spin down), the calculation gives -5.0 / -5.1 eV. As for the energy above the lowest of the compared OMol25 structures with the same formula, charge and spin: 76.0 kcal per mole. The electronic energy is -2514.6546 hartree. The calculation puts the HOMO-LUMO gap (spin up / spin down) at 5.8 / 5.7 eV.

XYZ file:
```
69
C30H32O3PPtSTe | the OMol25 dataset | ωB97M-V/def2-TZVPD
Pt -1.32214 0.24244 -0.07268
O -1.26825 -0.47562 3.81133
C -1.97193 -0.50734 2.82622
O -2.25684 0.48860 2.01879
C -2.68074 -1.85269 2.50586
P -3.26835 -2.19463 0.81033
C -1.73830 -2.14000 -0.19626
C -0.44328 -1.84808 0.29761
C 0.66417 -2.00220 -0.56293
C 0.50528 -2.42302 -1.86066
C -0.77008 -2.74342 -2.34522
C -1.86260 -2.61710 -1.52547
C -4.08146 -0.64841 0.26319
C -3.73327 0.04100 -0.91628
C -4.43956 1.19698 -1.29216
C -5.47554 1.66293 -0.51720
C -5.82197 0.97861 0.65196
C -5.14073 -0.16293 1.03067
H -3.54487 -1.89368 3.17006
H -2.01649 -2.66116 2.80682
H -0.25726 -1.69444 1.35571
H 1.65409 -1.83832 -0.16321
H 1.37086 -2.53089 -2.50220
H -0.89013 -3.13016 -3.34879
H -2.84509 -2.90452 -1.88307
H -3.06452 -0.39794 -1.65686
H -4.17816 1.70367 -2.21514
H -6.03556 2.53910 -0.81869
H -6.64245 1.34048 1.26039
H -5.43666 -0.68447 1.93343
O 1.11095 0.83097 1.01677
S 2.56192 1.19930 1.21821
C 2.99785 2.39724 -0.09281
C 2.93124 1.89096 -1.50519
C 4.06923 1.95635 -2.30517
C 4.04051 1.52700 -3.62496
C 2.87373 0.99977 -4.15984
C 1.73967 0.90404 -3.36320
C 1.76625 1.35405 -2.05013
C 3.58879 -0.15084 0.61227
C 3.50189 -1.39647 1.46695
C 3.93684 -2.59962 0.91627
C 3.90509 -3.76952 1.66002
C 3.43017 -3.75145 2.96520
C 2.99248 -2.55837 3.52136
C 3.03177 -1.38552 2.77805
H 4.00212 2.74027 0.16151
H 2.30261 3.22007 0.08872
H 4.98901 2.35790 -1.89326
H 4.93016 1.60957 -4.23652
H 2.84461 0.66976 -5.19074
H 0.82385 0.48580 -3.76463
H 0.86894 1.26748 -1.45045
H 4.60420 0.26286 0.62895
H 3.31160 -0.34961 -0.42325
H 4.32135 -2.61937 -0.09970
H 4.24625 -4.69750 1.21826
H 3.41233 -4.66180 3.55165
H 2.61754 -2.53634 4.53656
H 2.69400 -0.46108 3.23306
C -3.13155 3.35557 1.09403
Te -1.17286 2.58481 0.95815
C -0.75303 3.84324 -0.71750
H -3.56512 3.45039 0.10500
H -3.05302 4.33200 1.57164
H -3.71765 2.68237 1.71409
H -0.67998 4.87527 -0.37377
H -1.56351 3.75354 -1.43903
H 0.18162 3.54405 -1.19205
```

---

No. 2
DFT (ωB97M-V/def2-TZVPD) results for C30H33Cl2N5PtSb2Se as an isolated structure.

As for the net charge: +4. As for the expectation value of S²: 6.0269. For the LUMO energy (spin up / spin down), the calculation gives -11.0 / -14.2 eV. The electronic energy is -5356.8584 hartree. The calculation puts the HOMO-LUMO gap (spin up / spin down) at 6.9 / 4.2 eV. The spin multiplicity is 5.

XYZ file:
```
74
C30H33Cl2N5PtSb2Se | the OMol25 dataset | ωB97M-V/def2-TZVPD
Pt -0.65254 -0.01740 -1.11302
C -1.37892 -0.01543 5.33739
Sb -1.03118 -1.11796 3.57064
C -2.26106 -2.83433 3.53048
C 1.02187 -1.85385 3.59219
C 2.09935 -0.82716 3.74888
C 2.35489 -0.32072 5.00082
C 3.38784 0.61062 5.22752
C 4.20323 1.05640 4.16914
C 3.98737 0.55350 2.92268
C 2.96440 -0.41890 2.66129
C 2.95563 -1.01148 1.33730
Sb 1.88598 0.16475 -0.27323
C 3.09206 -0.54894 -1.86186
C 2.70693 2.08348 0.09098
H -0.66295 0.79612 5.43870
H -1.28840 -0.71893 6.16851
H -2.39429 0.37469 5.29508
H -1.74643 -3.61621 4.09180
H -2.43628 -3.15110 2.50511
H -3.20410 -2.57668 4.00862
H 1.16721 -2.50699 2.73518
H 1.01703 -2.50038 4.47729
H 1.78231 -0.66023 5.85618
H 3.56169 0.97612 6.23333
H 5.00054 1.76181 4.36493
H 4.63094 0.84101 2.10030
H 2.52974 -2.01019 1.27328
H 3.95518 -0.99865 0.89978
H 4.14892 -0.48056 -1.60820
H 2.89117 0.08571 -2.72657
H 2.83600 -1.57744 -2.11026
H 3.79406 2.02670 0.05327
H 2.37824 2.47628 1.05140
H 2.36489 2.75356 -0.69874
C 0.00095 -0.29836 -5.52573
C -0.10012 -0.62551 -4.17302
N -0.28774 0.29652 -3.24108
C -0.40144 1.59782 -3.59729
C -0.30247 2.01387 -4.93117
C -0.09385 1.01939 -5.90648
C -0.41883 3.40899 -5.23799
C -0.62239 4.31711 -4.26009
C -0.73784 3.91539 -2.88844
C -0.94992 4.83000 -1.83924
C -1.04795 4.36609 -0.55044
C -0.95702 2.99590 -0.30854
N -0.77175 2.10560 -1.27479
C -0.64327 2.55678 -2.55647
H 0.15609 -1.08410 -6.25187
H -0.02209 -1.65302 -3.83849
H -0.01257 1.29950 -6.94991
H -0.33985 3.71944 -6.27236
H -0.70757 5.37070 -4.49510
H -1.03487 5.88813 -2.05558
H -1.20914 5.04169 0.27819
H -1.05514 2.60993 0.69697
Se -4.45597 -2.08438 -2.73606
N -3.89699 -3.74132 -2.50043
C -2.69083 -3.67539 -1.96885
C -1.83859 -4.77725 -1.67405
C -0.61022 -4.49731 -1.15089
C -0.21948 -3.15461 -0.91173
N -0.97865 -2.10725 -1.14769
C -2.22119 -2.35327 -1.69041
N -3.00941 -1.34611 -2.00236
H -2.16490 -5.78962 -1.87943
H 0.09515 -5.28457 -0.92217
H 0.77182 -2.96085 -0.51560
Cl -2.90016 0.57063 1.33647
C -4.71707 0.35171 1.36595
Cl -5.14337 -1.29443 1.74458
H -5.04280 0.61129 0.36657
H -5.07988 1.04368 2.11486
```

---

No. 3
DFT (ωB97M-V/def2-TZVPD) results for C30H33ClN6O2W as an isolated structure.

As for the net charge: +2. For the LUMO energy (spin up / spin down), the calculation gives -6.4 / -6.4 eV. As for the energy above the lowest of the compared OMol25 structures with the same formula, charge and spin: 0.1 kcal per mole. The electronic energy is -2168.9144 hartree. The calculation puts the HOMO-LUMO gap (spin up / spin down) at 6.9 / 6.9 eV.

XYZ file:
```
73
C30H33ClN6O2W | the OMol25 dataset | ωB97M-V/def2-TZVPD
W 0.53844 0.60684 0.45216
C 4.86221 0.04555 1.28811
C 3.52115 0.38186 0.72318
N 2.42194 0.51933 1.43531
C 2.50890 0.33254 2.88944
C 1.30817 -0.45857 3.36903
N 0.09690 -0.05496 2.60600
C -0.73838 0.92918 3.35333
C -0.15387 2.30349 3.14547
N -0.01725 2.50297 1.68483
C -1.27123 3.06896 1.11271
C -1.18353 3.10106 -0.41192
N -0.09279 2.22140 -0.82487
C 0.44640 2.30707 -2.00427
C -0.05690 3.16699 -3.11221
C 1.68117 1.56738 -2.09302
C 2.57710 1.58629 -3.14237
C 3.85974 1.07417 -2.95925
C 4.23850 0.65181 -1.70106
C 3.30418 0.63525 -0.66523
N 2.00955 0.98614 -0.89649
H 5.15929 0.74636 2.06838
H 5.62381 0.07291 0.51557
H 4.86434 -0.96065 1.71316
H 2.55547 1.31729 3.35619
H 3.41889 -0.19163 3.17222
H 1.14942 -0.30368 4.43634
H 1.47230 -1.52158 3.22183
H -0.47589 -0.88301 2.46205
H -0.76366 0.66696 4.41160
H -1.75410 0.87004 2.96829
H 0.82618 2.39777 3.60797
H -0.79609 3.07009 3.58188
H 0.72921 3.16965 1.51023
H -1.43349 4.06921 1.51598
H -2.09188 2.43686 1.43920
H -0.97742 4.11309 -0.76414
H -2.12994 2.78129 -0.85357
H -1.12773 3.33910 -3.03280
H 0.13932 2.70067 -4.07598
H 0.45070 4.13484 -3.10535
H 2.29381 2.03161 -4.08555
H 4.56875 1.07643 -3.77435
H 5.25731 0.34710 -1.51221
Cl 1.44979 -2.53984 -2.54665
C 0.23186 -3.10357 -1.43323
C -0.65317 -4.07037 -1.88379
C -1.63754 -4.55353 -1.03629
C -1.71858 -4.07782 0.26440
C -0.81471 -3.12206 0.69888
C 0.17834 -2.59825 -0.13246
C 1.12826 -1.56243 0.37161
H -0.55890 -4.44592 -2.89380
H -2.32400 -5.31221 -1.38671
H -2.46704 -4.46448 0.94299
H -0.86535 -2.79587 1.73478
H 2.02774 -1.55647 -0.25076
H 1.46571 -1.87210 1.35828
O -0.30841 -0.23270 -1.34659
C -1.46769 -0.36556 -0.86810
N -1.61163 0.12177 0.36930
C -2.93929 -0.13758 0.79156
O -3.39446 0.16681 1.86168
C -3.61524 -0.82840 -0.35342
C -4.89818 -1.30971 -0.46707
C -5.23659 -1.93302 -1.67092
C -4.31764 -2.06119 -2.70642
C -3.01659 -1.57264 -2.58423
C -2.69612 -0.95880 -1.39320
H -5.61072 -1.21336 0.34091
H -6.23578 -2.32643 -1.80081
H -4.61788 -2.55103 -3.62269
H -2.29518 -1.67876 -3.38311
```

---

F_max list, top to bottom, in hartree/bohr: 0.032; 0.010; 0.007